{
  "formula": "C5H6O2",
  "method": "wB97M-V/def2-TZVPD",
  "elements": ["O", "C", "C", "C", "C", "C", "O", "H", "H", "H", "H", "H", "H"],
  "xyz": [[-0.7366, 1.1523, 2.0445], [-1.0937, 0.8275, 0.9337], [-0.1982, 0.1358, -0.0598], [0.6376, -1.3952, 0.4366], [1.2114, -0.0404, 0.3967], [-0.4907, 0.2281, -1.4924], [0.2049, -0.2788, -2.3463], [-2.1191, 1.0816, 0.5909], [0.9598, -1.9979, -0.4190], [-0.5248, -1.3395, 0.5145], [1.8791, 0.1137, -0.4481], [1.4503, 0.5021, 1.3020], [-1.4014, 0.8034, -1.7633]],
  "forces_ev_per_angstrom": [[-0.15, -0.41, -0.55], [0.15, -0.06, 0.09], [0.41, 0.78, -0.36], [-1.95, 0.69, -0.94], [0.19, 0.46, 0.07], [0.26, -0.11, -0.28], [-0.30, 0.23, 0.03], [0.22, -0.06, -0.12], [-0.49, 0.28, -0.09], [1.34, -1.53, 1.69], [0.29, -0.17, 0.35], [-0.06, 0.02, 0.08], [0.09, -0.10, 0.03]],
  "homo_lumo_gap_ev": 8.887,
  "spin_multiplicity": 1
}

=====

{
  "formula": "C3H6N2O",
  "method": "wB97M-V/def2-TZVPD",
  "elements": ["C", "C", "C", "H", "H", "H", "H", "H", "H", "N", "N", "O"],
  "xyz": [[1.1848, -0.5796, -0.0485], [2.4578, -0.1205, 0.2709], [-1.0757, -0.7102, -0.2102], [-1.1589, 1.4945, -0.2329], [1.0148, -1.7025, -0.2326], [3.2200, -0.8038, 0.4123], [2.2566, 1.0859, 0.0700], [-1.1152, -1.8804, -0.3549], [-3.2577, -0.5551, 0.4951], [0.0274, 0.0636, -0.3301], [-2.1957, -0.1763, 0.3446], [-0.1478, 1.4516, -0.0415]],
  "forces_ev_per_angstrom": [[4.36, -2.68, 0.20], [-6.97, 4.18, -2.23], [-7.03, -1.56, 3.04], [1.68, 0.10, 0.83], [0.33, 1.75, 0.59], [1.69, -0.54, 0.22], [2.20, -2.96, 1.24], [1.08, 2.56, -0.26], [4.20, 0.13, -1.10], [-0.78, 0.87, -0.17], [0.68, -0.31, -1.56], [-1.43, -1.53, -0.82]],
  "homo_lumo_gap_ev": 9.137,
  "spin_multiplicity": 1
}

=====

{
  "formula": "C2H7FN2",
  "method": "wB97M-V/def2-TZVPD",
  "elements": ["C", "C", "N", "N", "F", "H", "H", "H", "H", "H", "H", "H"],
  "xyz": [[0.2245, 0.9162, -1.0912], [-0.7930, -0.1338, -1.0700], [-1.9916, -0.1778, -0.7140], [0.8064, -0.1883, 1.9072], [-0.2849, -1.4547, -1.2710], [-0.1263, 1.8612, -1.1862], [0.9855, 1.0670, -0.2663], [0.9216, 0.8057, -1.9844], [-2.3096, -1.1205, -0.4306], [0.3161, -0.9498, 1.2898], [0.4270, -0.2230, 2.8751], [1.8242, -0.4023, 1.9417]],
  "forces_ev_per_angstrom": [[3.83, -1.18, -1.46], [-1.04, -3.06, 1.58], [0.19, 1.33, 0.65], [-0.51, -1.69, -0.64], [1.02, 1.18, -0.09], [-1.90, 2.73, -0.35], [-1.41, -1.26, -0.23], [-1.01, -0.22, 0.79], [0.26, 0.57, -1.00], [1.35, 1.81, 1.86], [0.42, -0.21, -1.13], [-1.20, 0.00, 0.04]],
  "homo_lumo_gap_ev": 11.064,
  "spin_multiplicity": 1
}

=====

{
  "formula": "C26H30N4O7S",
  "method": "wB97M-V/def2-TZVPD",
  "elements": ["C", "H", "O", "C", "C", "H", "C", "N", "C", "O", "C", "H", "H", "S", "C", "N", "C", "C", "C", "C", "C", "C", "C", "O", "N", "C", "C", "C", "C", "C", "C", "C", "H", "O", "C", "O", "H", "H", "H", "H", "H", "H", "H", "H", "C", "O", "N", "H", "C", "H", "C", "H", "O", "C", "H", "H", "H", "H", "H", "H", "H", "H", "H", "H", "H", "H", "H", "H"],
  "xyz": [[4.2453, 2.0988, 2.5655], [3.3037, 2.1234, 3.1238], [4.0358, 1.9341, 1.1828], [3.4581, 3.0458, 0.5382], [1.9794, 3.2759, 0.8767], [1.5966, 4.0612, 0.2240], [1.1441, 2.0054, 0.6955], [1.1778, 1.5213, -0.6629], [0.1442, 1.6554, -1.5120], [-0.8797, 2.2475, -1.2555], [0.3801, 1.0531, -2.8970], [-0.5833, 0.8444, -3.3596], [0.9419, 1.7528, -3.5180], [1.3664, -0.4651, -2.8596], [0.4062, -1.3658, -1.6940], [-0.6886, -0.8140, -1.3216], [-1.4783, -1.4683, -0.4212], [-2.6453, -0.8450, 0.0275], [-3.4694, -1.5029, 0.9205], [-3.1251, -2.7811, 1.3830], [-1.9753, -3.3986, 0.9525], [-1.1353, -2.7491, 0.0442], [0.1154, -3.3592, -0.3888], [0.5251, -4.4454, -0.0357], [0.8731, -2.5686, -1.2688], [2.2074, -3.0287, -1.6308], [3.2510, -2.3239, -0.7996], [3.2747, -2.5284, 0.5724], [4.2002, -1.8914, 1.3948], [5.0962, -1.0447, 0.7898], [5.0717, -0.8270, -0.5890], [4.1627, -1.4534, -1.4048], [4.1595, -1.2846, -2.4686], [6.0647, 0.0497, -0.9278], [6.7017, 0.3985, 0.2828], [6.1165, -0.3246, 1.3446], [7.7737, 0.1542, 0.2191], [6.5783, 1.4779, 0.4628], [4.2205, -2.0625, 2.4577], [2.5654, -3.2113, 1.0142], [2.2207, -4.1035, -1.4268], [2.3690, -2.8514, -2.6965], [-1.6930, -4.3796, 1.3035], [-3.7830, -3.2586, 2.0928], [-4.7230, -0.8908, 1.4626], [-5.1672, -1.1859, 2.5561], [-5.3086, 0.0192, 0.6531], [-4.9890, 0.1349, -0.2964], [-6.5735, 0.6356, 0.9681], [-6.9123, 0.2249, 1.9215], [-7.5988, 0.3330, -0.1328], [-7.7419, -0.7481, -0.2073], [-7.1664, 0.7346, -1.4129], [-7.2363, 2.1200, -1.6524], [-6.9964, 2.2585, -2.7048], [-6.5185, 2.6825, -1.0459], [-8.2446, 2.5032, -1.4559], [-8.5587, 0.8060, 0.1180], [-6.4392, 1.7179, 1.0758], [-2.8374, 0.1569, -0.3238], [2.0108, 1.0323, -0.9553], [0.0990, 2.2142, 0.9354], [1.5197, 1.2175, 1.3547], [1.8793, 3.6141, 1.9089], [3.5680, 2.8382, -0.5298], [4.0285, 3.9577, 0.7738], [4.8036, 3.0203, 2.7712], [4.8321, 1.2407, 2.8879]],
  "forces_ev_per_angstrom": [[-0.02, -0.04, 0.05], [0.01, 0.02, 0.02], [0.06, -0.20, -0.10], [-0.24, 0.33, -0.07], [0.25, -0.43, 0.02], [-0.03, 0.07, 0.01], [-0.11, 0.32, 0.19], [0.50, 0.06, 0.27], [0.26, -0.07, -0.38], [-0.36, 0.32, 0.05], [-0.17, -0.36, 0.02], [0.06, 0.14, 0.13], [0.03, -0.04, -0.01], [0.27, 0.13, -0.42], [-0.56, 0.61, -0.08], [0.19, 0.08, -0.37], [0.06, -0.71, 0.31], [-0.15, -0.20, 0.19], [0.36, -0.13, -0.07], [-0.02, -0.05, 0.05], [0.03, 0.02, -0.04], [-0.36, 0.43, 0.04], [0.03, -0.02, -0.09], [0.01, -0.14, 0.14], [-0.24, -0.27, 0.03], [0.32, -0.18, 0.07], [0.04, -0.06, 0.09], [-0.07, -0.05, -0.15], [0.30, 0.27, 0.03], [-0.16, -0.05, -0.62], [-0.08, -0.19, 0.56], [0.32, 0.10, 0.14], [0.02, 0.03, -0.15], [-0.30, -0.22, -0.31], [0.95, 0.92, 0.13], [-0.30, -0.32, 0.23], [-0.28, -0.04, 0.00], [-0.07, -0.27, -0.04], [0.01, -0.03, 0.16], [-0.09, -0.10, 0.04], [-0.02, 0.22, -0.18], [-0.01, -0.12, 0.06], [-0.01, -0.08, 0.04], [-0.03, -0.03, 0.06], [0.00, 0.20, -0.10], [-0.01, -0.19, 0.18], [-0.09, 0.18, -0.34], [0.06, -0.12, 0.09], [-0.31, 0.04, -0.19], [0.00, 0.11, -0.09], [0.07, -0.05, 0.36], [-0.03, 0.09, 0.10], [0.13, -0.15, -0.09], [0.00, 0.06, -0.02], [-0.01, 0.10, 0.04], [-0.02, 0.02, -0.02], [0.02, 0.01, -0.01], [0.05, -0.03, -0.03], [-0.08, -0.09, 0.08], [-0.03, 0.14, -0.05], [-0.18, -0.09, -0.08], [0.13, -0.09, 0.04], [-0.08, 0.05, -0.01], [-0.02, 0.09, 0.04], [-0.01, 0.11, 0.04], [0.00, -0.09, -0.08], [-0.01, 0.00, 0.01], [-0.02, 0.05, 0.08]],
  "homo_lumo_gap_ev": 8.361,
  "spin_multiplicity": 1
}

=====

{
  "formula": "C40H90Br3N8O2",
  "method": "wB97M-V/def2-TZVPD",
  "elements": ["C", "C", "N", "C", "C", "N", "C", "C", "H", "H", "H", "H", "H", "H", "H", "H", "H", "H", "H", "C", "C", "N", "C", "C", "N", "C", "C", "H", "H", "H", "H", "H", "H", "H", "H", "H", "H", "H", "C", "C", "C", "C", "N", "C", "C", "C", "C", "C", "H", "H", "H", "H", "H", "H", "H", "H", "H", "H", "H", "H", "H", "H", "H", "H", "H", "H", "H", "H", "C", "C", "C", "C", "N", "C", "C", "C", "C", "C", "H", "H", "H", "H", "H", "H", "H", "H", "H", "H", "H", "H", "H", "H", "H", "H", "H", "H", "H", "H", "C", "N", "C", "C", "C", "C", "O", "H", "H", "H", "H", "H", "H", "H", "H", "H", "H", "H", "H", "H", "H", "C", "N", "C", "C", "C", "C", "O", "H", "H", "H", "H", "H", "H", "H", "H", "H", "H", "H", "H", "H", "H", "Br", "Br", "Br"],
  "xyz": [[-0.7123, 7.6299, -1.7515], [0.0055, 6.3083, -1.5812], [-0.3674, 5.2930, -2.5722], [0.4108, 4.4245, -3.3183], [-0.3701, 3.6414, -4.1132], [-1.6626, 4.0613, -3.8868], [-1.6228, 5.0424, -2.9825], [-2.7622, 3.5617, -4.6723], [-0.0216, 8.3821, -1.3793], [-1.6925, 7.5931, -1.2784], [-0.9003, 7.8190, -2.8103], [-0.0099, 5.8832, -0.5754], [1.0905, 6.3862, -1.6960], [1.4863, 4.4239, -3.2258], [-0.2201, 2.7828, -4.7439], [-2.5367, 5.5306, -2.6768], [-3.5262, 4.3388, -4.6696], [-3.1413, 2.6432, -4.2254], [-2.4539, 3.4297, -5.7070], [-5.4856, -1.3885, -2.0335], [-4.9990, -2.8329, -2.2799], [-5.7211, -3.5329, -3.3515], [-5.7421, -4.8892, -3.6089], [-6.5064, -5.0524, -4.7413], [-6.8713, -3.8209, -5.2004], [-6.3807, -2.9045, -4.3342], [-7.4475, -3.5565, -6.5340], [-6.5511, -1.3391, -1.8100], [-5.1773, -0.6423, -2.7617], [-5.0218, -1.0981, -1.0879], [-5.1800, -3.3383, -1.3321], [-3.9319, -2.8864, -2.4884], [-5.3607, -5.6095, -2.9061], [-6.7399, -5.9042, -5.3593], [-6.4238, -1.8494, -4.5447], [-8.4482, -3.1486, -6.4250], [-7.4503, -4.5068, -7.0630], [-6.8108, -2.9071, -7.1311], [6.5685, 1.5971, 0.2863], [6.3435, 0.2785, -0.5206], [5.3351, 0.3326, -1.7175], [5.4315, -1.0107, -2.3912], [4.4904, -1.1576, -3.6144], [4.1388, -2.6005, -3.9915], [4.1631, -2.7731, -5.5150], [4.5223, -1.4111, -6.0753], [5.1423, -0.6599, -4.8909], [3.2394, -0.3482, -3.3921], [5.6104, 2.0136, 0.5960], [7.1525, 2.3668, -0.2115], [7.1119, 1.2674, 1.1732], [5.9798, -0.4744, 0.1906], [7.2929, -0.2236, -0.7300], [5.6351, 1.1547, -2.3679], [4.3666, 0.5780, -1.2835], [5.1848, -1.8538, -1.7491], [6.4596, -1.0294, -2.7494], [3.1739, -2.8292, -3.5424], [4.9066, -3.1981, -3.5026], [3.2570, -3.2358, -5.9047], [4.9001, -3.5399, -5.7586], [3.6209, -0.8719, -6.3601], [5.3308, -1.5035, -6.7954], [4.9906, 0.4086, -5.0218], [6.1919, -0.9493, -4.8833], [3.4187, 0.7221, -3.2860], [2.7464, -0.7356, -2.5036], [2.5720, -0.3853, -4.2543], [7.8570, 0.2519, 6.6650], [6.5946, 0.9213, 7.1295], [5.3838, 0.8822, 6.1793], [4.7976, -0.5178, 6.0207], [3.7814, -0.5901, 4.8586], [4.2388, -0.2359, 3.4428], [3.2358, 0.7654, 2.8888], [2.5504, 1.3827, 4.1054], [2.4967, 0.2874, 5.1154], [3.3720, -2.0501, 4.8348], [8.2072, 0.7424, 5.7483], [7.6697, -0.7786, 6.3574], [8.7146, 0.3560, 7.3254], [6.8284, 1.9100, 7.5287], [6.3013, 0.4381, 8.0708], [5.7040, 1.2833, 5.2142], [4.6032, 1.5636, 6.5211], [4.3079, -0.8676, 6.9275], [5.5693, -1.2386, 5.7526], [4.4024, -1.1112, 2.8180], [5.2141, 0.2478, 3.5092], [2.5608, 0.1897, 2.2562], [3.7426, 1.4888, 2.2515], [1.5620, 1.7717, 3.8652], [3.1258, 2.2192, 4.5056], [1.6302, -0.3661, 5.0036], [2.5892, 0.4351, 6.1895], [2.7324, -2.1429, 3.9555], [2.9582, -2.4090, 5.7704], [4.1972, -2.6761, 4.4899], [-0.6254, 1.8373, -1.2066], [-0.5429, 1.1284, 0.1467], [0.7071, 0.2579, 0.1388], [-0.3147, 2.0573, 1.3014], [-1.7350, 0.1499, 0.2358], [-2.9865, 0.8157, 0.8263], [-3.5748, 1.5379, -0.2392], [-0.5083, 1.0760, -1.9731], [0.2779, 2.4379, -1.1878], [-1.5097, 2.4706, -1.2313], [0.8739, -0.1380, 1.1378], [1.5578, 0.8962, -0.1107], [0.5756, -0.5828, -0.5413], [0.6034, 2.6077, 1.0953], [-0.1560, 1.4534, 2.1951], [-1.1684, 2.7012, 1.4969], [-1.4354, -0.5999, 0.9714], [-1.8347, -0.2355, -0.7741], [-2.7775, 1.4672, 1.6738], [-3.6887, 0.0522, 1.1695], [-3.4811, 2.4894, -0.0389], [-5.6044, -1.1987, 3.5791], [-6.5921, -2.2186, 3.0102], [-7.8098, -2.3239, 3.8840], [-6.9972, -1.7523, 1.5968], [-5.9615, -3.6039, 2.8827], [-4.4386, -3.6699, 2.6408], [-4.0783, -3.2466, 1.3443], [-6.0413, -0.2110, 3.6998], [-4.7566, -1.1377, 2.8991], [-5.1767, -1.5542, 4.5150], [-7.5130, -1.9672, 4.8697], [-8.1887, -3.3361, 3.9859], [-8.5456, -1.6096, 3.5212], [-7.7844, -2.4442, 1.3100], [-6.1638, -1.8731, 0.9052], [-7.1912, -0.6826, 1.5799], [-6.5421, -4.2834, 2.2606], [-6.0630, -4.0282, 3.8855], [-4.1371, -4.7021, 2.8476], [-3.8311, -3.1331, 3.3702], [-4.2947, -3.9782, 0.7570], [-3.1857, 4.9165, 0.3548], [-1.2623, 0.6036, 4.6333], [2.9524, 3.5063, -1.0942]],
  "forces_ev_per_angstrom": [[-0.06, -0.66, -0.39], [1.70, -0.37, 0.22], [-1.90, -1.46, -1.68], [1.34, -0.20, 0.07], [-0.08, 0.57, 0.85], [1.24, 0.33, 0.22], [-1.00, 0.26, 0.22], [-0.84, 0.62, 0.29], [-0.52, 0.31, 0.23], [0.19, 0.33, 0.39], [0.25, 0.13, -0.05], [-0.88, -0.10, -0.07], [-0.06, 0.36, -0.42], [-0.05, -0.06, 0.24], [0.49, 0.26, -0.12], [0.25, 0.17, 0.40], [-0.23, -0.29, 0.02], [-0.09, 0.02, -0.18], [0.13, -0.15, 0.11], [0.52, -0.45, 0.57], [-0.40, 0.72, 0.48], [-0.34, 0.49, -0.80], [-1.17, 0.06, -0.33], [0.73, -0.31, 0.03], [1.06, 0.91, 0.81], [-0.18, -0.69, -0.88], [0.01, -0.27, 0.06], [-0.11, -0.08, -0.44], [-0.15, -0.13, -0.17], [0.22, 0.18, -0.12], [-0.03, -0.45, -0.23], [-0.01, 0.09, -0.07], [0.14, -0.01, -0.15], [0.01, -0.25, 0.41], [-0.05, 0.06, 0.41], [0.00, -0.05, -0.13], [-0.34, 0.00, 0.09], [0.04, 0.23, 0.34], [-0.22, -1.24, -0.22], [-0.23, 0.04, 0.57], [1.01, 0.22, 1.54], [-0.57, 0.37, -0.85], [-0.19, 0.82, -1.19], [0.10, -0.13, 0.93], [0.22, -0.85, 0.40], [-0.04, 0.22, 1.02], [0.20, -0.20, -0.58], [-0.30, 0.07, -0.19], [0.00, 0.14, -0.10], [-0.07, -0.10, -0.22], [0.08, 0.36, 0.11], [-0.58, 0.19, 0.13], [0.22, 0.57, -0.76], [-0.14, -0.05, -0.21], [-0.07, 0.03, -0.18], [0.17, 0.09, 0.17], [-0.12, -0.80, -0.22], [0.07, -0.01, 0.09], [-0.11, -0.16, -0.06], [-0.29, 0.52, 0.10], [0.31, 0.28, 0.03], [0.25, -0.07, -0.77], [-0.62, 0.33, -0.65], [0.37, 0.07, 0.42], [0.07, 0.36, 0.47], [0.50, -0.17, 0.37], [-0.08, 0.07, -0.03], [0.13, -0.67, -0.06], [0.28, 0.27, -1.67], [-0.49, -0.28, 1.76], [0.38, 0.34, 0.03], [0.50, 0.91, -1.29], [-0.76, -1.58, 0.25], [1.23, 0.95, 0.68], [0.07, -0.60, -0.15], [0.15, 0.84, 0.04], [0.68, -1.78, 0.78], [0.19, 0.19, -1.67], [-0.06, 0.04, -0.09], [0.30, -0.17, 0.40], [-0.32, -0.34, 0.41], [-0.23, 0.33, -0.70], [-0.21, -0.24, -0.07], [0.00, -0.14, -0.11], [0.04, 0.00, 0.20], [-0.24, 0.06, -0.11], [0.04, 0.00, 0.03], [-0.31, -0.23, 0.30], [0.01, -0.09, 0.26], [-0.38, 0.30, 0.10], [-0.12, 0.10, 0.02], [-0.11, -0.18, 0.19], [0.13, 0.04, -0.20], [-0.02, 0.07, -0.33], [-0.36, 0.98, -0.12], [-0.80, -0.02, 0.58], [-0.17, 0.24, -0.05], [0.48, 0.22, 0.71], [1.06, 0.25, 1.57], [0.25, -1.43, -0.83], [-0.27, 0.42, -0.05], [-0.25, -0.04, 0.33], [0.56, 0.90, 2.41], [0.15, 0.17, -1.59], [-0.38, 0.09, 0.13], [-0.43, 0.05, -0.13], [0.16, 0.42, -0.44], [-0.08, -0.27, -0.14], [-0.36, 0.02, 0.04], [-0.04, -0.01, -0.28], [0.00, 0.18, -0.22], [-0.18, 0.23, -0.23], [-0.25, -0.14, 0.05], [0.09, 0.26, -0.39], [0.19, -0.25, -0.27], [-0.38, -0.14, 0.11], [0.21, -0.22, 0.14], [0.12, -0.23, 0.00], [-0.29, 0.57, -0.06], [0.54, -0.68, -0.28], [0.55, 0.33, -1.40], [0.19, 1.01, 0.54], [0.76, -0.58, 0.56], [1.14, 0.04, 2.02], [-0.53, -0.25, 0.13], [0.08, -0.06, -0.35], [-0.37, -0.20, -0.04], [-0.18, 0.15, -0.19], [-0.40, -0.04, 0.16], [-0.02, -0.22, 0.07], [-0.02, 0.02, -0.44], [-0.17, -0.26, -0.07], [-0.38, 0.54, -0.20], [0.24, -0.31, 0.36], [-0.70, -0.15, 0.34], [-0.12, 0.52, -0.45], [-0.09, 0.01, 0.07], [-0.22, -0.16, -0.33], [-0.36, 0.46, -0.11], [0.18, 0.05, -0.11], [0.31, -0.67, -0.46], [0.16, -0.36, -0.49], [-0.20, -0.60, 0.01]],
  "homo_lumo_gap_ev": 5.780,
  "spin_multiplicity": 1,
  "total_charge": 3
}

=====

HOMO for every record listed, in sequence, given in eV: -9.38; -8.37; -10.16; -8.20; -11.97.
ΔE to the lowest compared entry with this formula, charge and spin for every record listed, in sequence, given in eV: 3.8454; 5.8179; 1.5679; 0.5587; 0.0000.